{"formula": "C25H39BClF4INO15", "method": "ωB97M-V with the def2-TZVPD basis set", "elements": ["C", "C", "C", "C", "C", "C", "C", "C", "C", "N", "Cl", "C", "C", "O", "I", "B", "O", "O", "C", "C", "H", "H", "H", "H", "H", "H", "H", "H", "H", "H", "H", "H", "H", "H", "H", "H", "H", "H", "H", "H", "H", "H", "H", "H", "H", "H", "H", "C", "C", "O", "C", "O", "O", "F", "H", "H", "H", "C", "C", "O", "C", "O", "O", "F", "H", "H", "H", "C", "C", "O", "C", "O", "O", "F", "H", "H", "H", "C", "C", "O", "C", "O", "O", "F", "H", "H", "H"], "xyz": [[-1.360094, -1.283117, 3.045235], [-2.779529, -1.911854, 2.936240], [-3.345229, -1.828946, 1.494809], [-4.619036, -2.689186, 1.327554], [-4.356256, -4.195785, 1.178478], [-3.527228, -4.565653, -0.091863], [-2.692075, -5.860197, 0.098444], [-1.579936, -5.978499, -0.993189], [-0.148089, -5.857629, -0.459364], [0.344093, -4.480182, -0.141163], [-0.472245, -3.677569, 1.173911], [1.812195, -4.577673, 0.265022], [2.039067, -5.293614, 1.628310], [2.184843, -6.431622, 1.612867], [2.166827, -4.296082, 3.513540], [0.331024, -3.506166, -1.370070], [1.430319, -3.416987, -2.190286], [-0.804745, -2.853617, -1.541364], [-0.692558, -1.572952, -2.213356], [-0.243050, -0.462734, -1.254707], [-1.056834, -0.857087, 2.077576], [-0.589182, -2.005470, 3.348351], [-1.344503, -0.458322, 3.763076], [-3.441998, -1.309555, 3.564519], [-2.791423, -2.951660, 3.285294], [-2.573457, -2.036775, 0.744739], [-3.663129, -0.784596, 1.365434], [-5.220628, -2.284429, 0.505399], [-5.197589, -2.541060, 2.250443], [-3.802976, -4.594466, 2.039777], [-5.308135, -4.729351, 1.079120], [-4.250291, -4.768499, -0.892812], [-2.919332, -3.709040, -0.397845], [-3.395815, -6.691722, -0.006851], [-2.282796, -5.914695, 1.114855], [-1.828308, -5.335171, -1.844399], [-1.663024, -7.007651, -1.367073], [-0.046150, -6.541054, 0.387860], [0.526907, -6.257554, -1.231963], [2.380542, -5.136278, -0.477039], [2.189138, -3.554662, 0.368348], [1.505138, -4.287507, -2.622826], [-0.099468, -1.594252, -3.132006], [-1.706671, -1.305629, -2.526273], [0.709170, -0.682800, -0.759413], [-1.060619, -0.295904, -0.546111], [-0.203227, 0.455063, -1.852518], [1.292426, 4.301106, -1.938027], [2.333384, 3.955721, -0.911558], [1.548171, 3.626154, 0.229618], [0.369035, 3.144733, -0.247320], [-0.416967, 2.530235, 0.402558], [0.205675, 3.443478, -1.558661], [3.109503, 5.022520, -0.614685], [0.972550, 5.342064, -1.878019], [1.619493, 4.094266, -2.954129], [2.964534, 3.110443, -1.177063], [4.483057, -0.836491, -2.668155], [4.894195, -0.993033, -1.227184], [5.515972, 0.243308, -0.942447], [4.924565, 1.169791, -1.755000], [5.001064, 2.342261, -1.608650], [4.222170, 0.564788, -2.752201], [5.799474, -1.988575, -1.074163], [5.286252, -1.100900, -3.357845], [3.595905, -1.415366, -2.919727], [4.063111, -1.149682, -0.533840], [-1.813642, 3.170951, 3.315195], [-2.159910, 4.631946, 3.418986], [-3.568887, 4.607855, 3.553362], [-3.881212, 3.423725, 4.163603], [-4.924855, 3.180711, 4.665171], [-2.826835, 2.562563, 4.121342], [-1.837336, 5.299864, 2.284096], [-1.888333, 2.795699, 2.294667], [-0.820907, 2.945844, 3.699670], [-1.719929, 5.142783, 4.277806], [3.082580, 9.787485, -2.295534], [2.236808, 8.890018, -1.431416], [1.894580, 7.837875, -2.318393], [2.921368, 7.745684, -3.217017], [3.099643, 6.815131, -3.930120], [3.706036, 8.850435, -3.178012], [1.102789, 9.511471, -1.030321], [2.481532, 10.490176, -2.874805], [3.824864, 10.342657, -1.726767], [2.754438, 8.480496, -0.561726]], "atomic_forces_ev_per_a": [[-0.2, -0.1, -0.2], [0.4, 0.4, -0.6], [-0.6, 0.2, 0.7], [0.4, 0.0, 0.4], [0.4, -0.1, -0.9], [-0.5, -0.2, 0.6], [-0.3, 0.9, -0.6], [-0.7, -0.6, 0.8], [-1.0, -1.0, -1.0], [1.6, -0.4, 0.3], [-0.3, -0.2, 0.0], [0.2, 1.1, 1.2], [-0.7, 2.9, -0.2], [0.5, -4.1, 0.0], [0.1, 0.4, -0.3], [-0.7, 0.2, -0.8], [-0.5, -1.0, 0.4], [0.7, 0.5, 0.3], [-0.9, 1.4, -0.4], [-0.8, -0.4, -0.5], [0.0, -0.1, 0.2], [-0.1, 0.1, 0.0], [0.1, -0.2, 0.0], [-0.1, -0.4, 0.1], [0.0, 0.2, 0.1], [-0.2, 0.0, 0.1], [0.3, -0.1, -0.2], [0.1, -0.3, 0.0], [-0.1, 0.0, -0.3], [-0.3, 0.2, 0.1], [0.1, 0.1, 0.5], [0.3, 0.2, -0.1], [0.1, -0.3, 0.0], [0.3, 0.0, 0.1], [0.1, 0.0, -0.2], [0.3, 0.1, 0.2], [0.4, 0.2, -0.1], [0.2, 0.5, 0.2], [0.1, 0.4, 0.2], [-0.2, 0.0, 0.0], [-0.1, -0.2, -0.3], [0.6, 0.4, -0.2], [0.2, -0.5, 0.3], [0.1, -0.3, 0.0], [-0.1, 0.2, 0.0], [0.5, -0.1, 0.3], [0.4, -0.1, 0.2], [-0.1, 0.2, -0.6], [0.2, 0.5, 0.1], [-0.3, -0.4, -0.4], [-0.2, 0.1, 0.1], [0.0, -0.1, 0.0], [0.2, -0.2, 0.4], [0.0, -0.1, 0.1], [0.1, 0.0, 0.1], [-0.1, -0.1, 0.0], [0.1, 0.1, 0.1], [-0.3, -0.2, -0.4], [0.6, -0.1, -0.1], [-0.6, 0.0, -0.2], [0.2, 0.4, -0.1], [0.0, -0.2, 0.0], [0.1, -0.1, 0.4], [-0.1, 0.0, 0.1], [0.1, 0.0, 0.2], [-0.1, 0.2, 0.0], [0.1, -0.1, 0.1], [0.4, -0.4, 0.0], [-0.2, 0.1, -0.5], [0.3, -0.3, 0.4], [-0.4, -0.1, 0.1], [0.1, 0.0, -0.1], [-0.1, 0.4, 0.0], [0.0, 0.1, 0.0], [0.0, 0.2, -0.1], [-0.1, -0.1, 0.1], [0.0, 0.1, -0.1], [0.4, 0.4, 0.0], [-0.5, 0.2, 0.0], [0.5, 0.0, 0.1], [0.1, -0.2, -0.4], [-0.1, 0.0, 0.1], [-0.3, -0.2, 0.2], [0.0, -0.1, 0.1], [-0.2, -0.1, 0.1], [0.1, -0.1, -0.1], [-0.1, 0.0, 0.1]], "mulliken_charge": [-0.94, -0.60, 0.75, -1.12, -0.79, -0.07, -0.92, -0.74, -0.81, 0.25, 0.11, -0.14, -0.30, -0.37, 0.12, 0.16, -0.40, -0.20, -0.73, -0.64, 0.15, 0.16, 0.37, 0.56, 0.22, -0.73, 0.43, 0.35, 0.38, 0.35, 0.44, 0.43, -0.13, 0.47, 0.45, 0.28, 0.55, 0.31, 0.46, 0.59, 0.44, 0.34, 0.42, 0.35, 0.23, 0.16, 0.36, -0.17, 0.90, -0.31, 0.61, -0.55, -0.36, -0.28, 0.15, 0.32, -0.32, -0.27, 0.51, -0.34, 0.65, -0.52, -0.33, -0.30, 0.32, 0.10, 0.16, -0.14, 0.31, -0.30, 0.57, -0.50, -0.30, -0.27, 0.13, 0.27, 0.27, -0.46, 0.32, -0.27, 0.66, -0.50, -0.32, -0.28, 0.29, 0.28, 0.29], "homo_lumo_gap_ev": 8.77, "lumo_ev": -3.983, "energy_ev": -90924.2852, "spin_multiplicity": 1, "homo_energy_ev": -12.749, "max_force_ha_per_bohr": 0.08114, "total_charge": 1}